Entry 1:
# C8H21F3N2O10P2Si

A 4-piece molecular cluster, C8H21F3N2O10P2Si overall in a non-equilibrium geometry (ωB97M-V/def2-TZVPD, the OMol25 dataset).

The value obtained for the HOMO energy is -0.3718 hartree. The value obtained for the gap between HOMO and LUMO is 9.26 eV. The value obtained for the total energy is -66699.996 eV.

Geometry (Å):
C -0.33156 -1.57050 0.28242
C 0.47389 -1.71316 -0.97261
F -0.26882 -2.53409 -1.80799
C 0.69995 -0.43592 -1.75374
Si 1.18723 1.09599 -0.80781
O 1.44361 2.32191 -1.94728
N 2.45681 1.93042 -2.89817
O 3.31024 2.70177 -2.94766
P 3.07630 0.98768 0.37961
P 3.63657 -1.08455 0.64804
O 3.85319 -1.77899 -0.60253
O 2.59664 -1.84597 1.59944
O 4.99422 -1.05055 1.49386
N -0.15285 1.65656 0.21754
C 0.25231 2.57587 1.21220
O 0.92778 3.55459 1.05884
F -0.13806 2.18349 2.39961
C -1.29933 2.10126 -0.46982
O -1.64268 3.23617 -0.63287
F -1.98805 1.08863 -0.93549
H 0.17759 -1.05153 1.07738
H -0.52149 -2.56920 0.64063
H -1.29694 -1.15080 0.06899
H 1.38355 -2.25490 -0.79180
H -0.23986 -0.19678 -2.23559
H 1.42663 -0.58013 -2.54007
H 2.73311 1.42123 1.68018
H 2.24079 -1.23821 2.25263
H 5.00845 -0.29311 2.08462
C 2.35048 -5.56418 0.44845
O 1.64708 -4.51292 1.10344
H 1.61542 -6.22828 0.00162
H 2.99607 -5.16743 -0.33986
H 2.95532 -6.13314 1.16024
H 2.29939 -3.92766 1.49656
C -3.81972 5.29277 -1.34505
O -4.16623 6.44661 -2.11083
H -4.69850 4.99759 -0.77694
H -3.52500 4.46991 -1.99706
H -3.00710 5.51784 -0.65264
H -3.39080 6.70616 -2.61076
C -4.42687 -1.03542 1.42382
O -3.19963 -1.53281 1.95369
H -4.18431 -0.34776 0.61761
H -5.03680 -1.84847 1.02298
H -4.99430 -0.49897 2.18866
H -3.41373 -2.14099 2.66348

Atom charges from the natural (NBO) analysis, given in e for atoms 1 to 6: number 1, C, carries -0.644; number 2, C, carries 0.202; number 3, F, carries -0.373; number 4, C, carries -0.964; number 5, Si, carries 1.779; number 6, O, carries -0.786


Entry 2:
# C3H3NOS

One molecule with the formula C3H3NOS in a non-equilibrium geometry (ωB97M-V/def2-TZVPD, the OMol25 dataset).

The value obtained for the HOMO energy is -0.3266 hartree. The value obtained for the gap between HOMO and LUMO is 8.10 eV. The value obtained for the total energy is -17531.076 eV. For the energy relative to the best compared isomer or geometry (same formula, charge and spin), the calculation gives 19.9 kcal/mol.

Geometry (Å):
O 1.18046 -1.62935 2.52263
C 0.93007 -0.89750 1.62117
N -0.02259 -0.81099 0.67130
C 0.40442 0.41645 0.01592
C 1.55940 0.49813 0.98623
S 2.78215 1.48686 1.23683
H -0.78966 -1.43010 0.46091
H -0.30637 1.24185 0.10640
H 0.69298 0.30108 -1.03356

Atom charges from the natural (NBO) analysis, given in e for atoms 1 to 6: number 1, O, carries -0.546; number 2, C, carries 0.645; number 3, N, carries -0.609; number 4, C, carries -0.290; number 5, C, carries -0.204; number 6, S, carries 0.166


Entry 3:
# C4H7NO2

One molecule with the formula C4H7NO2 in a non-equilibrium geometry (ωB97M-V/def2-TZVPD, the OMol25 dataset).

The value obtained for the HOMO energy (alpha / beta) is -0.3112 / -0.3113 hartree. The value obtained for the gap between HOMO and LUMO (alpha / beta) is 7.75 / 7.76 eV. The value obtained for the total energy is -9843.370 eV. For the energy relative to the best compared isomer or geometry (same formula, charge and spin), the calculation gives 90.2 kcal/mol.

Geometry (Å):
C 1.61585 1.60377 -0.43618
C 1.01603 0.27695 -0.03659
O 1.65762 -0.76522 -0.09520
C -0.37808 0.32260 0.42424
C -1.12679 -0.81333 0.64225
N -0.71420 -2.04223 0.37292
O -2.28265 -0.21760 -0.36704
H 2.52188 1.44491 -1.01425
H 1.85849 2.18061 0.45806
H 0.89583 2.17960 -1.02050
H -0.80263 1.28830 0.65136
H -1.32291 -2.83581 0.49110
H 0.18009 -2.14488 -0.11366
H -3.11853 -0.47767 0.04349

Atom charges from the natural (NBO) analysis, given in e for atoms 1 to 6: number 1, C, carries -0.705; number 2, C, carries 0.515; number 3, O, carries -0.584; number 4, C, carries -0.309; number 5, C, carries 0.447; number 6, N, carries -0.844